(1)
{"formula": "C33H26Br2LiNO7S3", "method": "the ωB97M-V functional and the def2-TZVPD basis", "orbital_gap_ev": 6.0, "lumo_ev": 4.0, "total_charge": -2, "homo_energy_ev": -1.98, "species": ["Li", "C", "C", "C", "C", "C", "C", "Br", "C", "C", "Br", "C", "O", "C", "N", "H", "H", "H", "H", "H", "H", "O", "C", "O", "C", "C", "C", "C", "O", "C", "O", "C", "C", "H", "H", "H", "H", "H", "C", "C", "O", "H", "H", "H", "H", "H", "H", "O", "C", "C", "C", "C", "C", "S", "C", "C", "C", "C", "S", "C", "C", "C", "C", "S", "H", "H", "H", "H", "H", "H", "H", "H", "H"], "positions_angstrom": [[-0.247, 0.690, 0.853], [1.206, -3.356, -1.508], [-0.279, -3.126, -1.542], [-1.164, -4.148, -1.942], [-2.509, -3.905, -1.969], [-3.004, -2.642, -1.585], [-4.368, -2.291, -1.549], [-5.708, -3.552, -2.097], [-4.777, -1.046, -1.141], [-3.832, -0.104, -0.768], [-4.425, 1.614, -0.198], [-2.427, -0.318, -0.757], [-1.603, 0.559, -0.423], [-2.035, -1.668, -1.195], [-0.718, -1.938, -1.194], [1.439, -4.422, -1.463], [1.639, -2.835, -0.658], [1.670, -2.937, -2.405], [-0.775, -5.120, -2.221], [-3.202, -4.676, -2.278], [-5.829, -0.800, -1.108], [1.333, -0.304, 3.135], [0.145, -0.646, 3.155], [-0.769, -0.421, 2.315], [-0.300, -1.495, 4.359], [0.002, -1.087, 5.649], [-0.420, -1.807, 6.770], [-1.121, -2.962, 6.532], [-1.639, -3.866, 7.451], [-2.200, -4.913, 6.678], [-2.114, -4.579, 5.309], [-1.409, -3.385, 5.248], [-1.030, -2.668, 4.142], [0.586, -0.184, 5.783], [-0.210, -1.478, 7.780], [-3.250, -5.054, 6.959], [-1.647, -5.845, 6.865], [-1.281, -2.982, 3.137], [2.938, 0.761, -1.744], [3.703, -0.212, -0.860], [2.891, -0.905, 0.075], [3.627, 1.416, -2.284], [2.280, 1.368, -1.121], [2.309, 0.226, -2.459], [4.511, 0.320, -0.338], [4.166, -0.992, -1.473], [2.381, -0.292, 0.636], [0.895, 2.035, 0.857], [1.197, 3.198, 1.468], [-0.041, 3.812, 2.144], [-1.050, 3.126, 2.740], [-2.028, 3.968, 3.338], [-1.745, 5.289, 3.193], [-0.284, 5.520, 2.307], [1.713, 4.216, 0.426], [1.135, 4.455, -0.783], [1.849, 5.393, -1.575], [2.973, 5.850, -0.960], [3.166, 5.136, 0.595], [2.250, 3.020, 2.578], [2.259, 3.443, 3.875], [3.382, 2.972, 4.609], [4.203, 2.196, 3.852], [3.605, 2.017, 2.258], [-1.074, 2.043, 2.748], [-2.906, 3.596, 3.850], [-2.303, 6.145, 3.540], [0.234, 3.947, -1.099], [1.529, 5.713, -2.558], [3.707, 6.550, -1.329], [1.483, 4.066, 4.297], [3.559, 3.196, 5.653], [5.122, 1.709, 4.138]]}

---

(2)
{"formula": "C3H9NO", "method": "the ωB97M-V functional and the def2-TZVPD basis", "orbital_gap_ev": 9.3, "smiles": "C=CN.CO", "lumo_ev": 0.8, "total_charge": 0, "homo_energy_ev": -8.44, "species": ["C", "O", "H", "H", "H", "C", "C", "N", "H", "H", "H", "H", "H", "H"], "positions_angstrom": [[0.119, 3.392, 2.088], [0.014, 2.978, 3.460], [-0.212, 2.558, 1.473], [-0.453, 4.301, 1.914], [1.167, 3.606, 1.933], [-0.242, -2.598, -1.482], [-0.333, -3.168, -2.687], [0.390, -1.391, -1.184], [-0.583, -3.178, -0.635], [-0.814, -4.114, -2.785], [-0.003, -2.602, -3.539], [0.842, -1.388, -0.283], [-0.897, 2.706, 3.607], [1.006, -1.101, -1.882]]}

---

(3)
{"formula": "C3H4O2", "method": "the ωB97M-V functional and the def2-TZVPD basis", "orbital_gap_ev": 10.9, "smiles": "C=COC=O", "lumo_ev": 1.0, "total_charge": 0, "homo_energy_ev": -9.91, "species": ["C", "C", "C", "H", "H", "H", "H", "O", "O"], "positions_angstrom": [[-1.025, -1.375, -0.090], [-0.565, -0.151, 0.086], [1.315, 1.222, -0.019], [-2.109, -1.559, 0.022], [-0.387, -2.227, -0.273], [-1.173, 0.746, 0.278], [2.436, 1.126, -0.026], [0.817, -0.021, -0.040], [0.692, 2.239, 0.062]]}

---

(4)
{"formula": "C19H33BeCl2N4O4", "method": "the ωB97M-V functional and the def2-TZVPD basis", "orbital_gap_ev": [4.9, 5.1], "lumo_ev": [2.8, 2.8], "total_charge": -1, "homo_energy_ev": [-2.09, -2.29], "species": ["O", "C", "C", "C", "H", "C", "H", "C", "H", "C", "H", "C", "H", "H", "C", "C", "H", "H", "H", "C", "C", "H", "H", "H", "H", "Be", "Cl", "Cl", "H", "H", "C", "C", "N", "H", "C", "O", "H", "H", "H", "H", "H", "H", "C", "C", "N", "H", "C", "O", "H", "H", "H", "H", "C", "N", "C", "N", "O", "H", "H", "H", "H", "H", "H"], "positions_angstrom": [[-0.748, -1.036, -2.140], [-0.026, -2.038, -2.190], [-0.589, -3.360, -1.997], [-1.571, -3.632, -1.036], [-1.630, -2.992, -0.145], [-2.476, -4.677, -1.306], [-3.214, -4.881, -0.571], [-2.352, -5.390, -2.470], [-3.001, -6.265, -2.655], [-1.365, -5.091, -3.414], [-1.225, -5.654, -4.316], [-0.460, -4.057, -3.198], [0.291, -3.689, -3.913], [1.113, -1.949, -2.508], [2.549, -1.401, -0.654], [1.511, -1.948, 0.186], [3.354, -2.060, -0.246], [2.943, -0.376, -0.602], [2.472, -1.678, -1.728], [1.325, -3.273, 0.360], [2.502, -4.106, 0.855], [0.529, -3.931, 0.084], [2.618, -5.030, 0.232], [2.100, -4.491, 1.821], [3.475, -3.646, 1.038], [1.183, -1.101, 1.579], [-1.107, -1.412, 1.304], [2.404, -1.166, 2.950], [-4.473, -0.642, -2.396], [-4.409, 1.139, -0.670], [-3.482, -0.926, -1.989], [-3.346, 1.014, -0.478], [-2.813, 0.299, -1.592], [-2.900, -1.431, -2.771], [-1.845, 0.818, -2.396], [-1.222, 1.868, -2.223], [-2.817, 1.956, -0.471], [-1.493, 0.054, -3.107], [-3.648, -1.641, -1.159], [-3.193, 0.490, 0.470], [3.285, 4.578, -3.043], [1.058, 4.183, -3.853], [3.473, 3.501, -2.896], [1.147, 3.098, -3.687], [2.188, 2.842, -2.712], [4.083, 3.322, -2.028], [2.083, 1.876, -1.802], [3.040, 1.496, -1.075], [0.204, 2.704, -3.295], [1.057, 1.437, -1.713], [3.972, 3.117, -3.798], [1.363, 2.615, -4.654], [-1.403, 1.817, 2.820], [0.023, 2.119, 2.583], [0.789, 1.610, 1.548], [2.019, 2.156, 1.487], [0.498, 0.572, 0.818], [-1.685, 0.867, 2.321], [-2.062, 2.619, 2.435], [-1.566, 1.715, 3.906], [0.513, 2.593, 3.339], [2.642, 1.754, 0.751], [2.458, 2.565, 2.331]]}

---

(5)
{"formula": "C2H3N5O", "method": "the ωB97M-V functional and the def2-TZVPD basis", "orbital_gap_ev": 9.3, "smiles": "[H]/N=C/N=c1/nn[nH]o1", "lumo_ev": -0.6, "total_charge": 0, "homo_energy_ev": -9.89, "species": ["C", "C", "H", "H", "H", "N", "N", "N", "N", "N", "O"], "positions_angstrom": [[-0.211, -1.549, -1.502], [-0.296, 0.039, 0.270], [-0.177, -2.331, -3.227], [0.687, -1.866, -1.051], [2.042, 1.693, 1.346], [-0.678, -1.682, -2.675], [-0.854, -0.635, -0.616], [-0.872, 1.005, 1.151], [0.023, 1.629, 1.754], [1.215, 1.073, 1.528], [1.081, 0.229, 0.292]]}

---

(6)
{"formula": "C23H18MgN6O3Se", "method": "the ωB97M-V functional and the def2-TZVPD basis", "orbital_gap_ev": [5.3, 5.6], "lumo_ev": [-1.5, -1.5], "total_charge": 0, "homo_energy_ev": [-6.82, -7.12], "species": ["Mg", "C", "O", "C", "C", "C", "C", "C", "C", "N", "N", "C", "C", "C", "C", "O", "C", "N", "C", "C", "C", "C", "H", "H", "H", "H", "H", "H", "H", "H", "H", "H", "H", "H", "N", "C", "O", "C", "C", "C", "N", "C", "C", "H", "H", "H", "H", "H", "H", "Se", "C", "N"], "positions_angstrom": [[-1.602, -0.534, 3.057], [2.547, 1.700, -5.637], [2.837, 0.344, -5.964], [2.851, -0.599, -4.951], [1.915, -1.702, -4.909], [1.958, -2.569, -3.832], [2.926, -2.395, -2.833], [3.880, -1.370, -2.896], [3.781, -0.416, -3.902], [2.796, -3.008, -1.598], [1.648, -3.582, -1.548], [0.839, -3.431, -0.510], [-0.455, -4.016, -0.558], [-1.416, -3.577, 0.304], [-1.259, -2.504, 1.190], [-2.166, -2.121, 2.028], [0.077, -1.943, 1.281], [0.303, -0.893, 2.120], [1.555, -0.514, 2.444], [2.627, -1.226, 2.009], [2.426, -2.218, 1.029], [1.162, -2.521, 0.565], [1.580, 2.017, -6.123], [3.406, 2.291, -5.990], [2.406, 1.829, -4.532], [1.095, -1.790, -5.652], [1.252, -3.391, -3.730], [4.608, -1.316, -2.138], [4.468, 0.426, -3.985], [-0.680, -4.779, -1.335], [-2.383, -4.094, 0.389], [1.658, 0.331, 3.093], [3.592, -1.050, 2.439], [3.317, -2.709, 0.638], [-3.985, 6.071, 2.193], [-4.176, 5.000, 1.372], [-4.953, 5.000, 0.435], [-3.443, 3.740, 1.816], [-2.470, 3.618, 2.816], [-2.066, 2.364, 3.232], [-2.441, 1.242, 2.613], [-3.208, 1.366, 1.526], [-3.761, 2.589, 1.059], [-4.555, 6.891, 2.014], [-3.590, 5.922, 3.142], [-2.058, 4.434, 3.372], [-1.326, 2.311, 4.033], [-3.449, 0.476, 0.985], [-4.302, 2.680, 0.147], [-1.040, -0.795, 8.024], [-1.281, -0.778, 6.212], [-1.444, -0.801, 5.045]]}